No. 1
94
Properties=species:S:1:pos:R:3:forces:R:3:lowdin_charge:R:1 method="wB97M-V/def2-TZVPD" de_lowest_kcal_mol=13.3 largest_force_ev_per_a=1.54 gap_ev=9.53 e_homo_ev=-9.28
O 0.603 4.555 -0.310 0.139 -0.138 -0.036 -0.07
O -0.521 0.570 2.817 -0.019 -0.079 -0.653 -0.25
O 3.884 2.725 2.734 0.284 0.040 -0.391 -0.18
O -0.470 1.838 0.089 0.041 -0.002 -0.009 -0.05
O 1.334 -2.499 1.651 0.402 0.162 0.341 -0.19
O -3.768 -0.491 -1.838 -0.224 -0.238 -0.155 -0.17
O 2.169 1.234 -0.902 0.211 -0.098 -0.133 -0.05
O -0.024 -0.514 -6.221 0.315 -0.335 -0.077 -0.20
N 1.855 -1.808 -3.362 0.433 0.435 -0.290 0.05
N -4.821 -3.693 -3.338 0.167 0.079 -0.237 0.03
N 0.300 -4.330 -0.157 0.206 -0.106 1.107 0.05
N -3.847 1.761 4.075 0.621 0.295 0.481 0.04
N 6.878 2.542 2.862 -0.137 -0.602 0.128 0.03
C -4.683 -2.235 -3.245 -0.425 -0.071 0.813 -0.43
C 0.682 -1.253 -4.042 -0.912 -0.323 0.648 -0.44
C -2.813 -0.069 -0.904 0.465 0.745 0.099 -0.11
C 6.745 4.565 4.257 -0.364 0.252 -0.420 -0.07
C 5.988 3.371 3.696 0.178 -0.451 0.153 -0.45
C 1.821 -1.382 0.955 -0.860 0.544 -1.101 -0.11
C 2.764 3.093 1.966 -1.232 -0.006 0.920 -0.13
C 0.263 0.158 3.931 -1.025 -0.210 0.111 -0.07
C -2.764 0.759 3.873 0.219 0.236 0.734 -0.43
C -3.241 -0.445 3.106 -0.335 -0.140 -0.932 -0.05
C -1.589 1.440 3.168 0.361 0.043 0.486 -0.20
C -0.556 -3.206 0.277 0.101 -0.437 -0.149 -0.44
C -0.085 -2.579 1.610 0.131 -0.411 -0.820 -0.18
C -0.040 -0.797 -7.609 -0.767 0.584 0.278 -0.11
C -3.786 -1.886 -2.060 0.401 0.251 -0.119 -0.23
C 0.266 0.134 -3.558 0.437 0.243 -0.109 -0.06
C 4.812 3.785 2.826 0.299 0.377 0.143 -0.23
C -1.977 -3.717 0.413 -0.433 0.398 0.330 -0.08
C 0.910 -1.338 -5.542 -0.046 0.667 0.052 -0.21
C -6.063 -1.605 -3.058 0.246 -0.335 -0.285 -0.06
H 0.929 -0.659 -8.096 0.156 -0.264 0.157 0.09
H -2.422 0.464 4.873 0.120 -0.247 -0.150 0.13
H -5.220 -4.049 -2.475 -0.053 0.004 -0.019 0.07
H -2.371 -4.180 -0.491 0.312 -0.162 -0.065 0.08
H 4.331 4.690 3.222 -0.084 -0.111 0.113 0.13
H 2.678 -1.359 -3.765 -0.004 -0.179 0.031 0.07
H 0.940 0.898 -3.960 -0.216 0.095 -0.083 0.09
H -0.177 -1.889 -3.785 0.192 -0.211 -0.132 0.13
H -6.728 -2.006 -3.824 -0.038 0.184 -0.051 0.08
H -5.976 -0.525 -3.139 -0.197 0.026 0.078 0.08
H -4.256 -1.849 -4.171 0.147 -0.111 -0.033 0.14
H -0.406 -0.347 4.638 0.221 0.118 0.230 0.09
H -2.767 -2.265 -2.240 0.024 0.074 -0.065 0.12
H 0.306 3.628 -0.300 -0.141 0.109 0.141 -0.01
H -0.372 1.545 1.006 0.119 -0.139 -0.033 0.01
H 1.438 -0.453 1.395 0.394 0.064 0.230 0.07
H -4.143 -2.402 -1.157 -0.187 0.003 -0.034 0.12
H 2.945 3.557 0.996 0.363 -0.266 -0.085 0.08
H 2.962 0.845 -0.516 -0.044 0.048 0.062 0.05
H -2.027 -4.423 1.247 -0.036 -0.145 -0.120 0.08
H -1.852 0.183 -1.370 -0.067 -0.323 -0.109 0.06
H 2.497 1.852 -1.565 -0.099 0.021 0.027 0.07
H -3.146 0.872 -0.459 -0.154 -0.126 -0.007 0.09
H -0.464 -1.793 -7.765 0.281 -0.105 -0.248 0.09
H -0.352 -3.241 2.435 -0.163 0.128 0.083 0.13
H 1.869 -1.498 -2.395 -0.203 -0.183 0.039 0.04
H -2.449 -1.167 2.899 0.101 0.049 0.278 0.06
H 0.971 -0.600 3.608 0.251 0.302 -0.177 0.08
H 1.923 -0.955 -5.745 0.071 -0.149 -0.138 0.13
H 0.184 4.947 0.461 -0.034 0.004 -0.037 0.03
H 1.233 -4.147 0.223 0.027 0.264 -0.547 0.06
H -2.683 -2.916 0.646 0.122 0.094 0.126 0.06
H -2.627 -0.780 -0.095 -0.149 -0.184 -0.011 0.06
H -1.136 2.198 3.822 -0.394 0.245 0.056 0.13
H -3.409 2.685 4.103 -0.110 -0.060 -0.465 0.07
H 5.203 4.034 1.830 -0.043 0.028 -0.025 0.13
H 0.053 -5.121 0.446 -0.288 -0.054 -0.398 0.07
H -4.116 1.694 5.055 -0.442 -0.297 -0.225 0.07
H 6.318 1.744 2.558 0.012 0.217 -0.253 0.07
H 0.225 1.360 -0.388 0.070 0.101 0.115 0.01
H -1.951 1.932 2.262 0.038 -0.126 -0.104 0.13
H -3.588 -0.107 2.123 -0.053 0.017 0.049 0.08
H 0.346 0.202 -2.471 0.005 -0.222 0.030 0.04
H -0.535 -1.586 1.701 -0.014 -0.019 0.324 0.10
H -0.518 -2.447 -0.511 0.006 0.035 0.003 0.12
H 1.426 -1.349 -0.073 -0.015 -0.187 0.019 0.07
H 0.834 -2.366 -5.906 0.102 -0.103 0.107 0.13
H -3.908 -4.126 -3.432 -0.038 -0.028 -0.044 0.07
H 0.715 1.033 4.404 0.273 -0.155 0.038 0.10
H 5.600 2.765 4.525 -0.189 0.216 0.051 0.14
H 7.583 2.085 3.438 0.088 0.363 0.067 0.07
H -6.484 -1.874 -2.087 0.054 0.087 0.078 0.08
H -0.770 0.348 -3.816 0.101 0.159 -0.231 0.08
H 6.072 5.197 4.839 0.040 -0.061 0.093 0.08
H 7.117 5.170 3.427 0.148 -0.015 0.057 0.08
H 7.583 4.277 4.890 0.032 -0.114 -0.038 0.07
H -4.082 -0.974 3.554 0.063 0.144 0.282 0.08
H -0.721 -0.064 -8.046 0.005 -0.115 -0.055 0.09
H 2.118 2.216 1.896 0.270 -0.149 -0.459 0.07
H 2.130 3.793 2.534 0.273 0.266 -0.050 0.09
H 2.900 -1.382 0.825 0.100 -0.223 0.623 0.10

=====

No. 2
13
Properties=species:S:1:pos:R:3:forces:R:3:nbo_charge:R:1 method="wB97M-V/def2-TZVPD" de_lowest_kcal_mol=0.0 largest_force_ev_per_a=3.42 gap_ev=6.49 total_charge=-1 e_homo_ev=-3.68
I 4.229 0.142 0.237 0.260 0.220 0.215 -0.27
S 2.756 -1.132 -1.287 -0.873 -0.879 0.677 0.37
O -1.891 -1.466 1.266 -0.561 -0.262 0.370 -0.63
O -0.051 1.038 -1.449 -0.642 0.675 -0.747 -0.59
O -1.857 -0.680 -0.790 0.139 0.161 -1.258 -0.69
O 1.839 -2.024 -0.368 1.192 0.195 -1.125 -0.97
C 0.347 0.913 -0.318 -0.242 -3.262 0.990 0.46
C 0.058 -0.289 0.579 -0.951 2.218 -0.422 -0.72
C -1.332 -0.858 0.392 0.997 -0.217 1.934 0.80
H 0.735 -1.035 0.134 0.694 -0.858 -0.283 0.36
H 1.110 1.468 0.115 1.603 2.080 0.480 0.13
H 0.466 -0.126 1.597 -0.864 -0.192 -0.472 0.24
H -1.151 -0.193 -1.299 -0.750 0.121 -0.360 0.50

=====

No. 3
6
Properties=species:S:1:pos:R:3:forces:R:3:nbo_charge:R:1 method="wB97M-V/def2-TZVPD" de_lowest_kcal_mol=114.8 largest_force_ev_per_a=6.25 gap_ev=8.15 e_homo_ev=-7.82
N -0.513 -0.779 0.455 -0.840 -3.617 5.025 0.08
N -0.376 -1.172 1.486 -2.139 -1.852 0.064 0.11
C -0.261 0.080 -0.516 -1.681 0.315 -3.628 -0.29
C 0.873 0.394 0.002 4.421 4.367 -0.116 -0.28
H -1.017 0.083 -1.285 -0.053 0.924 -0.364 0.21
H 1.294 1.394 -0.141 0.291 -0.136 -0.980 0.16

=====

No. 4
58
Properties=species:S:1:pos:R:3:forces:R:3:nbo_charge:R:1 method="wB97M-V/def2-TZVPD" de_lowest_kcal_mol=4.6 largest_force_ev_per_a=1.44 s2=4.150 gap_ev="7.72 / 6.90" spin_multiplicity=4 total_charge=+2 e_homo_ev="-14.09 / -14.32"
Mn -1.903 -0.042 3.919 0.963 -0.074 0.281 1.50
F -1.665 -2.061 -2.487 -0.014 0.019 0.016 -0.31
O 0.745 -1.866 6.265 -0.076 -0.043 -0.243 -0.42
O 0.488 3.128 3.703 -0.087 -0.053 0.074 -0.55
O -0.408 -1.299 4.402 -0.922 0.697 -0.867 -0.70
O -1.035 1.574 4.139 -0.436 -0.782 0.120 -0.70
O -3.566 -1.397 7.310 -0.004 -0.016 0.065 -0.46
O -1.675 -0.065 2.027 0.148 0.127 -0.255 -0.72
N 1.262 1.897 -0.054 0.037 0.035 0.008 -0.30
N -3.579 -1.288 3.777 0.202 0.036 0.054 -0.82
N 0.387 -0.794 -3.981 0.010 -0.022 0.002 -0.47
N -2.271 -0.258 5.780 -0.050 -0.043 0.040 -0.49
N 1.976 -1.549 -5.857 0.016 -0.015 -0.012 -0.49
C -0.082 -2.041 -4.585 0.021 0.009 -0.022 -0.23
C 1.803 -0.050 -5.806 -0.018 0.049 0.013 -0.22
C -1.181 -0.793 -0.603 -0.009 0.018 0.006 -0.20
C 2.291 2.633 -0.777 -0.026 0.005 -0.009 -0.09
C 0.968 2.238 1.199 0.002 0.005 0.006 0.20
C -0.919 -1.108 -1.901 0.005 -0.022 0.018 0.34
C -0.161 2.175 3.360 0.249 0.095 -0.311 0.79
C -1.121 -0.309 6.543 -0.010 -0.011 0.220 -0.31
C 0.003 1.623 1.966 -0.008 0.043 0.104 -0.33
C 0.554 0.257 -4.974 -0.011 -0.014 0.008 -0.24
C -4.357 -1.243 5.044 0.039 0.026 0.015 -0.33
C 3.587 1.945 -1.095 0.008 -0.010 -0.003 -0.42
C -0.750 0.583 1.406 -0.163 -0.215 0.085 0.50
C 3.540 3.026 -0.058 0.018 0.012 0.014 -0.40
C -3.393 -1.005 6.193 0.037 0.007 -0.059 0.64
C -0.102 -1.325 5.639 0.028 0.207 0.825 0.84
C -0.463 0.225 0.037 0.008 0.018 -0.075 -0.08
C 0.807 0.533 -2.009 0.028 0.006 -0.039 -0.29
C 0.646 -2.242 -5.921 -0.039 -0.015 0.016 -0.24
C 0.539 0.892 -0.683 -0.051 -0.049 0.015 0.19
C 0.088 -0.460 -2.650 0.005 0.010 0.006 0.22
H 0.666 1.228 -4.500 0.002 0.007 0.006 0.25
H 0.138 -2.867 -3.911 0.002 -0.003 -0.005 0.23
H -1.249 -0.709 7.544 0.049 -0.002 -0.003 0.27
H 1.875 3.325 -1.498 0.001 0.000 -0.001 0.23
H 2.708 0.359 -5.362 0.005 -0.008 -0.004 0.23
H 0.810 -3.296 -6.131 0.009 0.002 -0.004 0.26
H 2.560 -1.811 -6.652 0.001 -0.003 0.005 0.45
H 0.111 -1.802 -6.760 0.009 0.003 -0.004 0.23
H -4.915 -2.158 5.224 -0.003 -0.006 -0.011 0.25
H 3.660 2.722 0.972 -0.001 -0.005 -0.002 0.24
H 1.713 0.309 -6.829 0.005 -0.013 -0.007 0.24
H -1.156 -2.050 -4.787 0.000 0.000 -0.006 0.23
H 1.527 3.054 1.636 0.013 -0.003 -0.016 0.27
H -4.167 -1.068 2.978 0.009 0.011 -0.013 0.42
H 3.708 0.931 -0.737 -0.003 0.002 0.005 0.23
H -5.060 -0.411 5.001 -0.002 -0.001 -0.011 0.25
H -0.537 0.613 6.502 0.029 -0.020 -0.023 0.27
H -0.331 0.320 -5.618 0.001 0.006 -0.001 0.21
H -3.226 -2.231 3.621 -0.015 -0.012 -0.017 0.42
H 3.953 3.996 -0.293 0.000 -0.001 -0.003 0.25
H -1.966 -1.315 -0.077 -0.001 -0.002 0.000 0.26
H 1.614 1.025 -2.532 -0.004 0.005 0.002 0.24
H 2.461 -1.854 -5.011 -0.001 0.003 0.000 0.44
H 4.050 2.158 -2.049 -0.001 0.005 -0.001 0.23

=====

No. 5
18
Properties=species:S:1:pos:R:3:forces:R:3:nbo_charge:R:1 method="wB97M-V/def2-TZVPD" de_lowest_kcal_mol=11.9 largest_force_ev_per_a=2.13 gap_ev=7.17 total_charge=-1 e_homo_ev=-3.70
O -0.889 0.987 -1.311 -0.167 0.570 -0.168 -0.79
O 0.845 2.016 -2.404 -0.565 0.270 0.100 -0.78
C -1.386 -2.355 2.965 -0.692 -0.138 0.967 -0.61
C 1.538 0.251 0.272 0.112 -0.724 1.156 -0.60
C 1.277 -0.019 -1.196 0.149 0.107 -0.642 -0.53
C 0.281 1.147 -1.712 1.150 -1.795 0.052 0.78
C -1.538 -1.161 2.055 0.185 0.517 -0.045 -0.61
H -1.015 -0.288 2.454 0.071 -0.081 0.068 0.20
H 0.714 -0.078 0.910 -0.407 0.223 -0.397 0.20
H -1.093 -1.335 1.077 -0.218 -0.020 -0.113 0.23
H -0.339 -2.616 3.107 0.010 -0.297 -0.173 0.20
H 0.918 -1.043 -1.340 -0.830 0.123 0.270 0.18
H 2.349 -0.334 0.738 0.345 0.298 -0.477 0.17
H -2.568 -0.832 1.931 -0.116 -0.226 -0.130 0.20
H -1.996 -3.212 2.668 0.440 -0.119 -0.468 0.19
H -1.791 -2.173 3.973 0.230 0.354 -0.110 0.19
H 2.193 -0.101 -1.805 0.027 0.875 0.315 0.18
H 1.665 1.307 0.508 0.276 0.063 -0.204 0.20

=====

no.,electronic energy (eV)
1,-45557.3693
2,-30303.0493
3,-5080.2081
4,-75924.9983
5,-9459.5138